Entry 1:
Density functional theory data (ωB97M-V/def2-TZVPD) for an isolated ion of composition C5H9Br2N2 and charge +1.

Geometry (Å):
1 H -2.820 -0.671 1.429
2 H 2.487 1.652 -1.311
3 H 2.393 0.066 -2.091
4 C 1.755 0.826 -1.742
5 Br -0.282 -2.604 2.150
6 H 1.153 1.235 -2.526
7 H -0.816 0.320 2.051
8 C 1.159 -1.020 -0.012
9 C -0.033 0.976 0.168
10 H -0.805 1.458 -0.598
11 H -2.185 -1.096 -0.176
12 H -2.595 0.751 0.466
13 H 0.324 1.741 0.796
14 Br 2.188 -2.390 -0.639
15 C 0.039 -1.180 0.903
16 C -2.203 -0.286 0.651
17 N -0.762 -0.019 1.035
18 N 1.002 0.242 -0.556

LUMO: -3.35 eV
maximum force: 5.82 eV Å⁻¹
net charge: +1
HOMO energy: -11.96 eV
ΔE to the lowest compared entry with this formula, charge and spin: 61.3 kcal per mole
SMILES: CN1C[N@@H+](C)C(Br)=C1Br

Entry 2:
Density functional theory data (ωB97M-V/def2-TZVPD) for a 3-piece molecular cluster, C5H9Br6NO overall.

Geometry (Å):
1 C 2.751 -0.871 2.486
2 Br 3.937 -0.954 0.851
3 H -0.259 0.626 1.468
4 H -2.916 -1.408 -1.619
5 H 1.074 0.679 -2.042
6 H 1.211 2.058 1.382
7 C 0.262 1.289 -1.646
8 O -1.260 -0.356 0.037
9 Br 3.616 -1.336 4.180
10 H 2.421 0.158 2.629
11 H 0.123 2.315 -1.988
12 H 1.300 3.038 -0.024
13 C 1.437 2.012 0.317
14 Br -4.208 -2.533 -3.520
15 Br -5.267 -1.253 -0.712
16 C -0.509 0.465 0.408
17 Br -3.071 -3.817 -0.685
18 H 2.471 1.795 0.049
19 N 0.337 1.227 -0.224
20 C -3.720 -2.143 -1.649
21 Br 0.958 -1.880 2.297
22 H -0.689 0.888 -1.997

LUMO (alpha / beta): 1.59 / 1.59 eV
maximum force: 5.45 eV Å⁻¹
net charge: -1
HOMO energy (alpha / beta): -1.34 / -5.53 eV
ΔE to the lowest compared entry with this formula, charge and spin: 0.0 kcal per mole
multiplicity: 2

Entry 3:
Density functional theory data (ωB97M-V/def2-TZVPD) for a 2-piece molecular cluster, C5H9BrN2O5 overall.

Geometry (Å):
1 C 0.134 -0.522 1.228
2 Br -1.274 -1.758 1.532
3 H -1.537 -1.278 -0.945
4 N -0.215 0.723 1.676
5 N -2.204 1.333 -0.835
6 O 0.656 1.502 1.990
7 H 2.241 -0.172 -0.958
8 H 0.050 -1.843 -1.507
9 H 2.128 -0.856 0.889
10 C 1.449 -1.060 1.635
11 H 1.479 1.362 -0.343
12 O -0.775 1.312 -0.691
13 C 1.414 0.618 -1.088
14 C 0.021 0.188 -0.943
15 O -1.376 1.036 1.750
16 H 1.438 -2.152 1.768
17 H -1.075 -0.794 -2.509
18 O -2.504 2.474 -0.934
19 H 1.827 -0.559 2.627
20 C -0.628 -1.055 -1.511
21 O -2.845 0.355 -0.790
22 H 1.599 1.148 -2.041

LUMO (alpha / beta): -0.54 / -0.54 eV
maximum force: 3.67 eV Å⁻¹
HOMO energy (alpha / beta): -9.14 / -9.14 eV
ΔE to the lowest compared entry with this formula, charge and spin: 20.1 kcal per mole

Entry 4:
Density functional theory data (ωB97M-V/def2-TZVPD) for one molecule with the formula C5H9Cl2N.

Geometry (Å):
1 H -0.292 1.980 -0.051
2 Cl 0.204 -2.255 0.146
3 H -2.706 -0.162 0.958
4 H -2.031 1.690 0.434
5 C -2.296 -0.600 0.047
6 C 2.854 -0.685 0.091
7 C 0.166 -0.562 -0.110
8 H 2.557 -1.650 -0.346
9 C -1.232 1.475 -0.308
10 H -2.988 -0.291 -0.800
11 C 1.692 0.078 0.634
12 N -1.032 0.037 -0.244
13 H -2.185 -1.653 0.101
14 H 3.571 -0.918 0.910
15 H 3.481 -0.136 -0.715
16 H -1.603 1.819 -1.323
17 Cl 1.842 1.833 0.577

LUMO (alpha / beta): 0.41 / 0.41 eV
maximum force: 5.27 eV Å⁻¹
HOMO energy (alpha / beta): -7.10 / -7.10 eV
ΔE to the lowest compared entry with this formula, charge and spin: 79.6 kcal per mole
SMILES: C/C(Cl)=C(\Cl)N(C)C

Entry 5:
Density functional theory data (ωB97M-V/def2-TZVPD) for one molecule with the formula C5H9Cl2PS.

Geometry (Å):
1 H -0.988 0.682 1.996
2 C 0.979 -0.896 -0.057
3 C -0.946 0.588 -0.109
4 S -1.942 -2.956 1.429
5 C 0.680 -0.589 1.364
6 H -2.020 0.731 -0.089
7 Cl -0.463 -1.659 4.151
8 P -0.271 -2.303 2.196
9 H 1.486 -0.590 1.984
10 H -0.927 -1.500 -0.524
11 Cl 1.161 -3.740 2.233
12 C -0.372 -0.614 -0.714
13 H 1.717 -0.086 -0.381
14 H 0.498 1.496 1.193
15 C -0.220 0.668 1.264
16 H -0.515 1.484 -0.579
17 H -0.286 -0.535 -1.788
18 H 1.421 -1.862 -0.190

LUMO: 0.15 eV
maximum force: 3.97 eV Å⁻¹
HOMO energy: -9.07 eV
ΔE to the lowest compared entry with this formula, charge and spin: 0.0 kcal per mole
SMILES: S=P(Cl)(Cl)C1CCCC1

Entry 6:
Density functional theory data (ωB97M-V/def2-TZVPD) for C5H9ClN2O2S2 as an isolated structure.

Geometry (Å):
1 H -1.565 -0.888 -0.993
2 Cl -0.026 -2.752 -1.340
3 C 0.575 1.180 1.748
4 O 3.895 0.537 -0.196
5 C 2.322 -1.002 1.623
6 N -0.289 -0.774 0.547
7 H 3.850 -1.661 -1.845
8 H 1.022 0.831 2.714
9 S 2.854 -0.432 -0.055
10 H 1.051 2.113 1.760
11 H -0.577 1.173 1.868
12 N 2.890 -1.433 -1.411
13 O 1.426 0.455 -0.451
14 C 0.027 -2.117 0.363
15 C 0.787 0.137 0.717
16 H 2.071 -1.536 -2.011
17 H -0.762 -2.680 0.822
18 C -1.434 -0.192 -0.167
19 H -1.082 0.915 -0.512
20 S 1.598 -2.524 1.234
21 H -2.380 -0.231 0.528

LUMO: -0.02 eV
maximum force: 4.12 eV Å⁻¹
HOMO energy: -8.57 eV
ΔE to the lowest compared entry with this formula, charge and spin: 115.9 kcal per mole

Entry 7:
Density functional theory data (ωB97M-V/def2-TZVPD) for a 2-piece molecular cluster, C5H9ClN4O overall.

Geometry (Å):
1 H 0.713 -1.464 0.564
2 H -3.663 1.837 0.732
3 H -0.473 1.537 -2.233
4 C -2.747 1.327 0.668
5 N -0.877 0.582 0.060
6 O 3.094 -0.775 1.498
7 H 3.163 -1.553 0.942
8 C 1.970 0.037 1.146
9 H 2.321 0.992 0.906
10 H 1.722 -0.918 -0.853
11 C 0.242 0.397 -0.713
12 H -2.498 -3.298 -1.792
13 C 0.422 0.987 -1.904
14 C 1.198 -0.582 0.019
15 H 1.312 0.867 -2.349
16 H 1.437 0.253 1.979
17 N -1.173 0.025 1.289
18 Cl -2.012 -2.167 -1.324
19 N -1.869 1.407 -0.277
20 N -2.285 0.510 1.644

LUMO: 0.16 eV
maximum force: 5.19 eV Å⁻¹
HOMO energy: -9.55 eV
ΔE to the lowest compared entry with this formula, charge and spin: 48.2 kcal per mole
SMILES: C=C(CCO)n1ncnn1.Cl

Entry 8:
Density functional theory data (ωB97M-V/def2-TZVPD) for one molecule with the formula C5H9ClOS.

Geometry (Å):
1 Cl 3.076 0.947 0.089
2 C -0.285 -1.784 0.343
3 H 2.133 -1.834 0.859
4 H 0.709 1.591 1.605
5 H -1.773 1.418 0.866
6 C -0.982 1.628 0.217
7 H 0.944 -1.861 -1.645
8 O 2.139 -2.157 -0.035
9 H -0.192 -2.823 0.701
10 H -1.214 -1.417 -0.262
11 H -0.939 2.628 0.140
12 H 1.436 1.288 -1.484
13 S 0.060 -0.544 1.650
14 C 0.364 1.050 0.670
15 C 0.977 -1.773 -0.564
16 C 1.363 0.894 -0.410
17 H -1.290 1.050 -0.586

LUMO (alpha / beta): 0.68 / 0.04 eV
maximum force: 3.69 eV Å⁻¹
HOMO energy (alpha / beta): -7.77 / -7.27 eV
ΔE to the lowest compared entry with this formula, charge and spin: 75.3 kcal per mole

Entry 9:
Density functional theory data (ωB97M-V/def2-TZVPD) for one molecule with the formula C5H9F.

Geometry (Å):
1 C 0.671 -0.744 1.015
2 F 2.230 0.197 -0.645
3 H -1.419 -0.111 -1.623
4 H 0.616 -1.731 1.458
5 C -0.091 -0.032 -0.036
6 H -0.341 2.049 -0.764
7 C 1.179 -0.662 -0.414
8 H -1.407 -1.663 -0.735
9 H 1.240 -1.683 -0.825
10 H 1.137 -0.037 1.725
11 H -0.872 1.758 0.790
12 H -2.209 -0.327 0.057
13 C -0.098 1.530 0.120
14 H 0.776 2.035 0.467
15 C -1.412 -0.579 -0.590

LUMO: 1.07 eV
maximum force: 2.89 eV Å⁻¹
HOMO energy: -9.85 eV
ΔE to the lowest compared entry with this formula, charge and spin: 25.1 kcal per mole
SMILES: CC1(C)C[C@@H]1F

Entry 10:
Density functional theory data (ωB97M-V/def2-TZVPD) for an isolated ion of composition C5H9F2NO6PS and charge -1.

Geometry (Å):
1 C -2.766 0.119 -0.561
2 H -2.014 -0.399 1.427
3 H -3.462 0.868 -0.064
4 O 1.483 1.981 -0.081
5 O -2.859 0.004 -1.750
6 C 2.053 -1.494 -1.773
7 S 0.074 1.552 -0.240
8 P 0.045 -0.674 -0.138
9 N 1.795 -0.647 -0.668
10 F 3.315 -1.333 -2.332
11 H -0.852 3.476 0.928
12 H -0.405 -0.652 -1.502
13 O -0.358 2.046 -1.562
14 C -1.837 -0.701 0.368
15 H -2.180 -1.765 0.289
16 F 2.838 -2.382 0.724
17 C -0.840 2.375 1.113
18 H 0.002 -2.114 -0.080
19 H 0.058 -0.114 2.070
20 O 0.577 -0.696 1.499
21 H -1.888 2.031 1.251
22 O 3.444 -0.312 0.890
23 O 1.365 -2.318 -2.242
24 C 2.719 -1.046 0.354
25 H -0.305 2.197 2.079

LUMO: 2.97 eV
maximum force: 4.64 eV Å⁻¹
net charge: -1
HOMO energy: -5.59 eV

Entry 11:
Density functional theory data (ωB97M-V/def2-TZVPD) for one molecule with the formula C5H9FN2.

Geometry (Å):
1 H 3.000 0.963 -2.041
2 C -0.271 0.922 0.212
3 H -1.922 -2.238 0.301
4 H 2.495 0.375 -0.468
5 C -0.442 -0.564 0.818
6 H -1.748 -0.110 2.470
7 N -0.178 0.873 -1.205
8 F 0.798 -1.138 0.792
9 H -0.984 1.357 -1.479
10 H -0.927 -1.767 2.553
11 N 0.990 1.181 -1.928
12 C 2.133 0.800 -1.508
13 H -1.174 1.566 0.490
14 C -1.798 -1.157 0.556
15 C -1.235 -0.828 1.958
16 H -2.508 -0.595 -0.002
17 H 0.580 1.268 0.758

LUMO: 0.96 eV
maximum force: 3.96 eV Å⁻¹
HOMO energy: -8.87 eV
ΔE to the lowest compared entry with this formula, charge and spin: 83.0 kcal per mole
SMILES: C=NNCC1(F)CC1

Entry 12:
Density functional theory data (ωB97M-V/def2-TZVPD) for C5H9FN2O2 as an isolated structure.

Geometry (Å):
1 H 1.473 0.262 0.626
2 O 4.858 3.093 -1.007
3 H -1.622 -0.463 -1.655
4 C 0.371 -1.257 -0.421
5 H 0.208 -2.886 1.896
6 C -0.583 -0.047 -1.761
7 N 0.321 -2.465 -0.132
8 H 1.658 -3.523 1.083
9 H -0.278 0.159 -2.820
10 C 0.400 0.055 0.186
11 H -0.301 0.138 1.100
12 H -1.781 1.284 -0.412
13 O 3.069 1.912 -0.268
14 H 0.541 1.592 -1.273
15 F -2.447 1.541 0.185
16 H 0.108 -4.260 0.796
17 C 0.590 -3.348 0.988
18 N -0.175 0.983 -0.872
19 C 3.982 2.517 -0.591

LUMO: 0.19 eV
maximum force: 4.95 eV Å⁻¹
HOMO energy: -7.77 eV
ΔE to the lowest compared entry with this formula, charge and spin: 48.3 kcal per mole

Entry 13:
Density functional theory data (ωB97M-V/def2-TZVPD) for an isolated ion of composition C5H9FN3S and charge +1.

Geometry (Å):
1 H -0.076 -2.125 -3.291
2 H 1.273 2.387 0.282
3 C -0.255 0.372 1.063
4 H -1.695 -1.038 0.881
5 N -2.514 -1.090 -1.154
6 C 0.557 -1.408 -2.611
7 N -1.295 -0.323 1.478
8 F 0.510 -2.700 -0.617
9 C 0.071 -1.497 -1.177
10 H 0.800 3.479 1.667
11 H 2.018 2.347 1.971
12 N 0.128 1.461 1.857
13 S 0.840 -0.096 -0.188
14 C 1.060 2.487 1.445
15 H 1.592 -1.732 -2.622
16 H -1.480 -0.413 2.472
17 H -0.597 1.639 2.595
18 H 0.452 -0.372 -2.913
19 C -1.388 -1.376 -1.139

LUMO (alpha / beta): -4.29 / -4.29 eV
maximum force: 3.64 eV Å⁻¹
net charge: +1
HOMO energy (alpha / beta): -14.76 / -14.76 eV
ΔE to the lowest compared entry with this formula, charge and spin: 0.0 kcal per mole

Entry 14:
Density functional theory data (ωB97M-V/def2-TZVPD) for one molecule with the formula C5H9FSi.

Geometry (Å):
1 Si -0.346 2.179 0.717
2 H 1.912 -0.792 0.788
3 F 0.546 3.494 0.387
4 C 0.272 -1.483 -0.482
5 H -1.328 2.754 1.648
6 C -0.880 -1.178 -1.393
7 H -1.102 -2.173 -1.957
8 H 1.186 0.725 2.094
9 C 0.412 0.545 1.349
10 H 1.442 0.300 -0.600
11 C -1.456 0.011 -1.578
12 H -0.252 -0.041 1.867
13 H -2.430 0.127 -2.130
14 C 1.065 -0.297 0.224
15 H -0.046 -2.272 0.147
16 H 1.006 -1.897 -1.082

LUMO (alpha / beta): -0.37 / -0.49 eV
maximum force: 3.25 eV Å⁻¹
HOMO energy (alpha / beta): -8.97 / -7.67 eV
ΔE to the lowest compared entry with this formula, charge and spin: 84.5 kcal per mole

Entry 15:
Density functional theory data (ωB97M-V/def2-TZVPD) for C5H9I as an isolated structure.

Geometry (Å):
1 C -1.134 -0.602 0.331
2 H -1.416 -2.071 -1.167
3 H 2.017 0.581 -1.134
4 C -0.951 -2.006 -0.095
5 H -0.755 2.365 -0.508
6 C -0.001 1.975 0.204
7 H 0.169 -2.147 -0.170
8 C 0.342 0.592 -0.009
9 I -2.977 0.189 0.655
10 H -0.497 2.020 1.223
11 H 0.904 2.597 0.039
12 H 2.317 0.246 0.628
13 H 1.595 -1.129 -0.436
14 H -1.321 -2.634 0.725
15 C 1.706 0.025 -0.286

LUMO (alpha / beta): 0.67 / -0.21 eV
maximum force: 4.45 eV Å⁻¹
HOMO energy (alpha / beta): -6.42 / -9.26 eV
ΔE to the lowest compared entry with this formula, charge and spin: 0.0 kcal per mole
multiplicity: 3

Entry 16:
Density functional theory data (ωB97M-V/def2-TZVPD) for a 3-piece molecular cluster, C5H9IO overall.

Geometry (Å):
1 H -1.793 0.429 -2.196
2 H -1.177 1.450 1.757
3 O 0.198 0.118 -2.124
4 I -3.224 0.066 -2.255
5 C 2.217 -0.991 -1.364
6 H 2.163 -0.727 -0.276
7 C 0.792 -0.901 -1.799
8 H -0.075 1.197 3.174
9 H -1.697 0.413 3.186
10 C 0.376 -1.364 1.426
11 H 0.117 -1.738 -1.755
12 H 0.923 -2.295 1.244
13 C -0.396 -0.609 2.064
14 C -0.869 0.670 2.516
15 H 2.847 -0.296 -1.923
16 H 2.588 -2.010 -1.445

LUMO: 0.74 eV
maximum force: 5.63 eV Å⁻¹
HOMO energy: -9.53 eV
ΔE to the lowest compared entry with this formula, charge and spin: 67.1 kcal per mole
SMILES: C#CC.CC=O.I

Entry 17:
Density functional theory data (ωB97M-V/def2-TZVPD) for C5H9KO3 as an isolated structure.

Geometry (Å):
1 C -1.076 0.530 -4.344
2 H 2.819 1.278 -0.716
3 H 0.967 1.962 1.486
4 H -1.573 -2.626 0.451
5 H -1.823 -1.858 2.050
6 C -1.652 -1.668 0.979
7 H 1.743 0.381 1.233
8 O -0.825 -0.217 -3.523
9 K 0.751 -1.037 -1.296
10 C 0.862 0.994 0.970
11 O 0.784 1.161 -0.421
12 H -1.282 0.879 1.173
13 C 1.983 0.720 -1.180
14 C -0.390 0.289 1.444
15 H -0.373 0.149 2.537
16 O -0.443 -0.969 0.788
17 H 2.028 1.125 -2.207
18 H -2.503 -1.094 0.576

LUMO: -0.02 eV
maximum force: 5.26 eV Å⁻¹
HOMO energy: -5.58 eV
ΔE to the lowest compared entry with this formula, charge and spin: 94.6 kcal per mole

Entry 18:
Density functional theory data (ωB97M-V/def2-TZVPD) for C5H9LiO3 as an isolated structure.

Geometry (Å):
1 H 0.922 2.854 -3.008
2 C 1.349 1.089 -0.322
3 H 2.021 2.181 -5.323
4 O 1.723 1.097 -2.396
5 H 3.340 -1.068 -0.414
6 C 1.432 1.922 -3.311
7 H 1.009 -2.238 1.231
8 O 0.826 2.043 0.206
9 H 1.730 0.465 -4.856
10 C 1.390 1.501 -4.733
11 H 1.661 -1.314 -0.988
12 H 2.675 -1.957 1.850
13 O 1.941 0.182 0.419
14 C 2.070 -2.169 0.960
15 Li 1.690 1.628 2.042
16 H 2.385 -3.144 0.564
17 C 2.289 -1.131 -0.109
18 H 0.362 1.602 -5.117

LUMO (alpha / beta): -3.92 / -4.32 eV
maximum force: 3.85 eV Å⁻¹
net charge: +1
HOMO energy (alpha / beta): -11.86 / -13.81 eV
ΔE to the lowest compared entry with this formula, charge and spin: 5.1 kcal per mole
multiplicity: 2

Entry 19:
Density functional theory data (ωB97M-V/def2-TZVPD) for C5H9MgO3Ru as an isolated structure.

Geometry (Å):
1 O 2.993 0.212 -0.091
2 H -2.812 2.035 0.685
3 C 2.178 -0.777 0.052
4 H -0.218 -1.297 -1.036
5 Ru 0.759 1.814 0.026
6 H -2.348 -0.606 -0.093
7 C -0.255 -1.044 0.033
8 Mg 3.641 1.963 0.640
9 O 0.904 -0.305 0.403
10 C -2.352 1.948 -0.310
11 O -1.198 1.116 -0.248
12 H -1.580 -0.038 1.423
13 H -0.317 -1.970 0.620
14 H 2.911 -2.688 0.501
15 H -3.075 1.522 -1.019
16 C 2.394 -2.077 -0.237
17 C -1.440 -0.161 0.337
18 H -2.030 2.934 -0.661
19 H 1.846 -2.582 -1.027

LUMO (alpha / beta): -4.11 / -5.44 eV
maximum force: 7.15 eV Å⁻¹
net charge: +1
HOMO energy (alpha / beta): -8.62 / -11.16 eV
multiplicity: 7

Entry 20:
Density functional theory data (ωB97M-V/def2-TZVPD) for an isolated ion of composition C5H9N and charge -1.

Geometry (Å):
1 C -0.325 0.173 0.846
2 C -0.068 0.698 -0.582
3 N -0.023 -2.278 0.839
4 H 0.990 2.332 -1.564
5 H -1.044 0.784 -1.085
6 C 0.276 -1.020 1.317
7 C 0.614 2.064 -0.575
8 H -0.577 0.981 1.536
9 C -0.780 -2.457 -0.205
10 H -1.081 -1.690 -0.914
11 H 1.353 2.116 0.225
12 H 0.618 -0.015 -1.042
13 H 1.222 -1.073 1.869
14 H -0.056 2.849 -0.211
15 H -1.121 -3.463 -0.455

LUMO (alpha / beta): 4.30 / 4.27 eV
maximum force: 1.42 eV Å⁻¹
net charge: -1
HOMO energy (alpha / beta): -0.90 / -1.53 eV
ΔE to the lowest compared entry with this formula, charge and spin: 20.1 kcal per mole
multiplicity: 2